A single C16H18N2O5 molecule. Source: the OMol25 dataset; level of theory: ωB97M-V with the def2-TZVPD basis set.

XYZ file:
```
41
Properties=species:S:1:pos:R:3:forces:R:3:nbo_charge:R:1
C 4.23317 -0.78326 1.08884 0.137 -0.190 -0.154 -0.63
C 4.98243 -1.99215 0.53926 -0.131 -0.085 0.243 -0.40
C 4.40186 -3.32062 1.02959 0.429 0.004 -0.173 -0.22
N 3.07107 -3.56424 0.52704 -0.126 0.425 0.346 -0.62
C 2.79177 -4.50047 -0.39292 -0.454 0.102 -0.066 0.64
O 3.59918 -5.27740 -0.85991 0.095 -0.257 -0.177 -0.63
C 1.30846 -4.54203 -0.78829 0.024 -0.247 -0.151 -0.16
O 0.62584 -3.33029 -0.56596 -0.098 0.101 0.157 -0.53
C 0.95000 -2.32366 -1.51089 0.163 0.028 -0.045 -0.10
C 0.40189 -1.03443 -1.00080 -0.170 0.459 0.205 0.14
N 1.13658 -0.21199 -0.29342 0.828 -0.950 -0.391 -0.13
O 0.36050 0.83544 0.04851 -0.740 0.540 0.110 -0.27
C -0.87933 0.66291 -0.44717 0.025 -1.171 -0.654 0.33
C -0.90953 -0.52934 -1.13348 0.103 0.727 0.445 -0.34
H -1.72511 -0.98461 -1.65180 -0.244 -0.055 -0.113 0.23
C -1.88397 1.67736 -0.20151 -0.230 0.369 0.138 -0.12
C -3.18970 1.50050 -0.65392 0.372 -0.052 0.081 -0.17
C -4.17294 2.45773 -0.43478 -0.102 0.384 0.161 -0.26
C -3.80469 3.59261 0.24874 0.625 -0.118 0.112 0.24
C -2.49547 3.77680 0.70707 -0.543 -0.219 -0.262 0.30
C -1.51851 2.84044 0.49837 -0.166 0.161 0.033 -0.24
H -0.51135 2.98188 0.85059 0.130 0.048 0.059 0.24
O -2.40794 4.98098 1.34779 0.358 -0.325 -0.065 -0.48
C -3.69656 5.55275 1.28179 -0.325 1.134 0.489 0.23
O -4.56166 4.67383 0.59185 -0.153 -0.402 -0.245 -0.47
H -3.64770 6.51505 0.74802 0.020 -0.276 0.057 0.16
H -4.07941 5.72135 2.30071 0.099 -0.129 -0.230 0.16
H -5.18254 2.32151 -0.78317 -0.135 -0.029 -0.052 0.23
H -3.44916 0.59944 -1.18461 -0.029 -0.121 -0.068 0.22
H 0.50375 -2.56709 -2.48650 0.106 0.037 0.121 0.19
H 2.03747 -2.23451 -1.62781 -0.090 -0.007 -0.021 0.20
H 1.23202 -4.86421 -1.83476 0.094 0.015 0.121 0.19
H 0.81069 -5.28672 -0.16012 0.104 0.014 -0.108 0.22
H 2.32812 -2.94597 0.81979 -0.040 -0.134 -0.100 0.41
H 4.37608 -3.33228 2.12423 0.056 -0.039 -0.055 0.19
H 5.01890 -4.15119 0.67791 -0.070 0.073 0.151 0.23
H 6.02747 -1.94786 0.85233 0.056 -0.026 -0.056 0.20
H 4.96048 -1.97643 -0.55200 0.075 -0.057 -0.051 0.20
H 4.19870 -0.82127 2.17594 -0.013 0.041 0.160 0.19
H 4.74077 0.13315 0.79786 -0.030 0.151 0.001 0.21
H 3.21652 -0.73546 0.70507 -0.011 0.076 0.047 0.23
```
Positions in Å, forces in eV/Å.

Summary:
SMILES	CCCNC(=O)COCc1cc(-c2ccc3c(c2)OCO3)on1
DFT total energy	-30100.1150	eV
largest force on an atom	0.0261	Eh/bohr
spin multiplicity	1
total charge	0


10 unconnected molecules or ions with the total composition C10H40N8O10. Source: the OMol25 dataset; level of theory: ωB97M-V with the def2-TZVPD basis set.

XYZ file:
```
68
Properties=species:S:1:pos:R:3:forces:R:3:nbo_charge:R:1
C 16.19400 -4.73500 16.96400 -1.887 -5.665 5.998 0.74
O 16.05100 -5.07300 18.28600 0.678 2.579 -4.806 -0.80
N 16.81500 -3.75400 16.46000 3.633 5.538 0.299 -0.86
N 15.70800 -5.53400 16.06200 -1.977 -3.133 -0.896 -0.87
H 17.26200 -3.09800 17.13700 -0.117 -0.569 -1.137 0.44
H 17.02100 -3.63600 15.46700 -0.204 -0.154 0.514 0.43
H 15.17500 -6.36000 16.41400 0.364 0.981 -0.477 0.46
H 15.91900 -5.45600 15.05100 -0.488 0.162 1.411 0.42
C 14.44300 -1.17900 16.16600 3.238 2.182 -3.936 0.76
O 15.26600 -0.94000 15.09900 -4.100 -0.901 4.598 -0.77
N 14.56000 -2.17900 16.96000 1.603 -4.990 2.707 -0.83
N 13.46600 -0.38900 16.62200 -2.521 3.865 -1.218 -0.85
H 15.32200 -2.88300 16.77300 -1.071 1.261 0.217 0.44
H 14.05900 -2.29700 17.87700 0.796 0.422 -1.773 0.39
H 13.23700 0.41900 16.00000 0.212 -1.074 1.137 0.41
H 12.83100 -0.54400 17.44600 1.405 -0.042 -1.621 0.40
C 16.36100 -5.97500 12.74400 -1.004 -10.121 -1.424 0.74
O 16.49700 -7.32700 12.82000 -0.864 6.047 -0.723 -0.71
N 16.96000 -5.22400 13.57000 3.693 3.946 1.816 -0.86
N 15.45900 -5.43100 11.92400 -2.976 2.037 -3.463 -0.87
H 17.72800 -5.65900 14.14300 -0.479 0.401 -0.560 0.48
H 17.18400 -4.30200 13.16000 0.058 -0.415 0.999 0.41
H 14.96200 -6.02500 11.19800 1.301 0.839 1.611 0.44
H 15.26100 -4.37100 11.78700 0.978 -2.647 0.580 0.40
C 12.71200 -5.80900 17.48500 3.610 -5.956 -3.237 0.77
O 13.35900 -7.03300 17.16800 -3.253 5.741 2.343 -0.79
N 12.37700 -5.36800 18.65400 0.023 -0.411 4.644 -0.80
N 12.40500 -5.03000 16.48100 0.426 1.259 -3.483 -0.85
H 12.70600 -5.93500 19.46700 -0.496 0.973 -1.110 0.42
H 12.15900 -4.37900 18.80900 0.191 -0.974 -0.136 0.39
H 12.96600 -5.23800 15.61200 -0.977 0.041 0.898 0.46
H 12.05900 -4.06300 16.51300 0.226 -0.973 0.617 0.38
C 13.72100 -3.58700 14.02000 0.667 -0.582 -0.290 -0.26
O 13.79000 -5.00400 14.18400 -0.712 0.699 0.543 -0.76
H 13.12300 -3.09800 14.80800 0.132 -0.448 -0.590 0.18
H 13.36000 -3.43200 13.01600 -0.691 0.708 -0.226 0.17
H 14.72400 -3.17400 14.04900 0.219 0.367 0.307 0.18
H 14.18600 -5.35200 13.38700 0.013 -0.484 -0.423 0.50
C 19.38200 -6.29700 16.65300 -0.870 0.278 0.789 -0.25
O 18.43100 -6.24700 15.58900 0.555 0.242 0.308 -0.80
H 20.04700 -5.43800 16.59200 0.155 0.005 -0.239 0.17
H 19.97100 -7.22300 16.66400 -0.223 0.125 -0.140 0.17
H 18.83900 -6.18200 17.62400 0.472 -0.257 -0.590 0.18
H 17.55500 -6.49600 15.94100 0.530 -0.434 -0.208 0.53
C 18.84400 -1.77000 15.07700 2.023 0.767 -0.495 -0.25
O 18.21100 -2.37100 13.99800 -0.267 -1.819 -2.187 -0.76
H 18.05100 -1.31400 15.52800 -1.640 1.702 2.279 0.18
H 19.57800 -0.99600 14.75700 -0.264 -0.484 0.145 0.16
H 19.36200 -2.45700 15.77700 -0.533 -0.070 -0.840 0.19
H 17.73200 -1.75200 13.41100 0.528 -0.100 1.041 0.49
C 16.59500 -8.36300 17.68400 0.575 -0.842 -0.027 -0.28
O 16.73800 -8.15600 16.27300 0.701 0.728 1.528 -0.74
H 15.58000 -8.61600 17.89300 -0.814 -0.504 0.281 0.19
H 16.72500 -7.42300 18.15300 0.414 1.004 0.501 0.21
H 17.29800 -9.12400 18.14000 -0.582 0.712 -0.757 0.16
H 16.42600 -8.93200 15.87400 -0.588 -1.530 -1.296 0.48
C 17.28400 -1.80100 19.34900 -0.404 -0.739 2.042 -0.26
O 17.82100 -1.73300 18.09400 0.414 -0.445 -1.091 -0.72
H 16.67400 -2.68100 19.43100 -0.169 -0.668 -0.060 0.21
H 16.66700 -0.98600 19.62300 -0.904 1.222 -0.162 0.16
H 18.01800 -1.82700 20.14300 0.604 -0.298 0.166 0.16
H 18.13000 -0.85600 17.96700 0.533 1.081 -0.544 0.48
C 13.66900 -8.17900 14.45100 -2.548 -3.125 1.156 -0.23
O 12.32600 -7.98000 13.91100 0.241 0.266 0.907 -0.75
H 13.60700 -8.82200 15.38000 -0.016 0.760 -0.789 0.17
H 14.15600 -7.32300 14.72200 0.994 2.355 0.469 0.17
H 14.26000 -8.75200 13.77800 0.225 -0.175 -1.087 0.18
H 11.70300 -7.75400 14.64800 1.208 -0.267 -0.808 0.47
```
Positions in Å, forces in eV/Å.

Summary:
SMILES	NC(N)=O.NC(N)=O.NC(N)=O.NC(N)=O.CO.CO.CO.CO.CO.CO
DFT total energy	-43411.2539	eV
largest force on an atom	0.1997	Eh/bohr
spin multiplicity	1
total charge	0


A single C5H6O molecule. Source: the OMol25 dataset; level of theory: ωB97M-V with the def2-TZVPD basis set.

XYZ file:
```
12
Properties=species:S:1:pos:R:3:forces:R:3:nbo_charge:R:1
O 0.96091 1.75947 -1.07820 -0.353 -0.011 0.500 -0.51
C 0.46345 1.68796 0.02173 0.042 -0.039 -0.282 0.43
C 0.14306 0.37484 0.68955 0.203 0.052 0.204 -0.28
C 0.74998 -0.81163 0.02988 0.124 -0.062 -0.002 -0.38
C -0.72551 -0.59021 -0.17506 -0.256 -0.036 -0.221 -0.41
C -1.71751 -1.50643 0.37023 0.248 0.765 0.675 -0.02
H 0.24853 2.61127 0.59232 -0.004 -0.133 0.048 0.13
H -1.03215 0.01609 -1.01846 0.067 -0.215 -0.491 0.24
H -0.03423 0.41600 1.75887 0.080 -0.145 -0.126 0.24
H 1.40311 -0.60546 -0.81156 -0.063 0.033 0.154 0.24
H 1.03408 -1.63150 0.68312 -0.258 0.015 -0.193 0.24
H -2.71392 -1.05046 0.18713 0.171 -0.223 -0.266 0.10
```
Positions in Å, forces in eV/Å.

Summary:
DFT total energy	-7324.4925	eV
largest force on an atom	0.0204	Eh/bohr
spin multiplicity	1
total charge	0


A molecular structure, C34H53CdN4OP2S. Source: the OMol25 dataset; level of theory: ωB97M-V with the def2-TZVPD basis set.

XYZ file:
```
96
Properties=species:S:1:pos:R:3:forces:R:3:mulliken_charge:R:1
C 1.97648 -1.93076 -1.11324 0.538 0.075 -0.268 -0.61
C 1.60782 0.19991 -1.96668 -0.136 0.439 0.079 -2.15
C 2.92562 -2.21191 -2.10867 -0.617 -0.123 0.425 -0.94
C 2.44369 -0.06385 -3.06608 -0.195 -0.138 0.204 -0.76
C 3.13553 -1.26950 -3.11064 -0.069 0.346 -0.009 -1.20
H 3.43464 -3.17128 -2.07864 -0.070 0.139 -0.229 0.58
H 2.54296 0.70172 -3.83835 0.095 -0.331 0.189 0.57
H 3.82355 -1.46538 -3.93088 -0.098 -0.022 0.203 0.42
N 1.41858 -0.72323 -0.99561 -0.019 0.191 -0.379 1.49
P -0.13190 -2.65836 0.58186 -0.076 -0.074 0.012 -0.04
P 0.81332 2.33755 -0.24689 -0.048 0.220 -0.583 -0.11
C 1.53633 -3.01378 -0.12732 0.347 0.263 0.010 -0.94
H 1.54644 -3.99629 -0.62578 0.016 0.384 0.150 0.57
H 2.26839 -3.07416 0.69478 -0.250 0.015 -0.185 0.60
C 0.84094 1.48324 -1.86175 -1.630 -0.912 -0.630 0.30
H 0.99741 2.15744 -2.71362 0.224 -0.248 0.308 1.37
C -0.41218 3.80794 -0.52867 0.339 -0.416 0.063 2.13
C 2.58056 3.01358 -0.12080 -0.672 0.108 0.073 2.22
C -1.31459 -3.39232 -0.70210 -0.017 -0.131 0.269 1.76
C -0.11885 -3.57942 2.22936 -0.168 -0.168 -0.506 1.91
C -1.77447 3.39762 0.06404 -0.109 -0.006 -0.064 -1.63
H -1.68555 3.06081 1.10610 0.007 0.141 -0.156 0.23
H -2.44230 4.27173 0.03588 0.138 -0.178 0.054 0.57
H -2.25068 2.59147 -0.50260 0.121 0.202 0.130 0.20
C 0.06483 5.05231 0.22933 -0.077 0.182 0.000 -1.82
H 0.22638 4.84680 1.29453 -0.049 0.064 -0.192 0.30
H 0.97346 5.48886 -0.20072 -0.236 -0.145 0.159 0.26
H -0.72541 5.81506 0.15583 0.181 -0.172 0.046 0.57
C -0.59961 4.15628 -2.00985 -0.190 0.152 -0.005 -1.61
H -1.31248 4.99391 -2.06326 0.127 -0.196 -0.059 0.54
H 0.32467 4.49234 -2.49320 -0.238 -0.078 0.087 0.23
H -1.02202 3.32224 -2.58249 0.099 0.267 0.123 0.27
C 2.72670 3.58539 1.30767 0.412 0.125 -0.073 -1.62
H 2.17555 2.98904 2.04814 0.102 0.142 -0.123 0.11
H 3.78779 3.55917 1.59035 -0.180 0.106 0.035 0.49
H 2.38797 4.62472 1.37396 0.052 -0.321 0.044 0.38
C 3.58354 1.86052 -0.28800 0.017 0.048 -0.016 -1.89
H 3.37954 1.02996 0.39333 0.099 0.052 -0.195 -0.02
H 3.60527 1.48342 -1.31659 0.013 0.082 0.322 0.44
H 4.58415 2.25292 -0.05268 -0.200 -0.120 -0.049 0.72
C 2.86096 4.06895 -1.20956 0.601 0.190 -0.116 -1.60
H 2.13453 4.07666 -2.03159 0.241 -0.044 0.325 0.16
H 2.92230 5.07900 -0.78385 -0.077 -0.227 -0.189 0.38
H 3.84073 3.86152 -1.66558 -0.206 0.138 0.088 0.40
C -1.51722 -3.47534 2.86292 -0.001 -0.021 0.207 -1.68
H -1.44630 -3.77509 3.91955 -0.040 0.012 -0.211 0.48
H -1.91122 -2.44726 2.83251 0.110 -0.357 -0.028 0.19
H -2.24095 -4.14585 2.38072 0.258 0.200 0.152 0.34
C 0.90425 -2.88003 3.14620 -0.038 -0.061 -0.063 -1.35
H 1.93269 -2.99837 2.78197 -0.192 0.051 0.110 0.30
H 0.69990 -1.80958 3.26946 -0.085 -0.219 0.004 -0.08
H 0.84784 -3.34837 4.14071 0.044 0.117 -0.245 0.66
C 0.29322 -5.04923 2.07397 0.043 -0.223 0.420 -1.66
H 0.54166 -5.43655 3.07321 -0.012 -0.023 -0.217 0.53
H -0.51660 -5.67501 1.68380 0.292 0.218 0.109 0.36
H 1.18151 -5.17582 1.44154 -0.205 0.008 0.151 0.25
C -1.08708 -2.72808 -2.07404 0.061 0.236 0.097 -1.92
H -1.67422 -3.27775 -2.82502 0.150 0.101 0.223 0.62
H -1.43824 -1.69077 -2.06724 0.152 -0.185 0.005 0.26
H -0.03750 -2.74316 -2.38550 -0.155 -0.066 -0.049 0.34
C -2.76248 -3.08665 -0.27610 -0.015 -0.062 0.014 -1.54
H -2.92882 -2.00450 -0.17435 0.055 -0.227 -0.075 0.15
H -3.43357 -3.46461 -1.06148 0.103 0.129 0.198 0.50
H -3.03871 -3.57216 0.66636 0.024 0.091 -0.292 0.25
C -1.10137 -4.90163 -0.86132 -0.317 -0.148 -0.087 -1.54
H -0.06290 -5.15339 -1.11153 -0.257 -0.020 0.077 0.26
H -1.41112 -5.46534 0.02518 0.086 0.137 -0.284 0.30
H -1.73129 -5.23939 -1.69801 0.181 0.016 0.192 0.51
Cd -0.47334 -0.06589 0.84648 -0.821 -0.118 -1.204 2.72
C 1.42613 0.27609 2.06296 4.479 -0.721 2.031 -0.45
O 2.49937 0.16513 2.48242 -3.448 0.557 -1.484 -0.30
N -1.52586 0.43503 -1.01529 0.100 0.039 -0.601 -0.89
C -0.98370 0.86201 -2.02949 1.980 0.110 0.805 0.21
C -1.49552 0.93389 -3.43363 0.251 -0.071 0.460 0.47
C -2.87499 0.76188 -3.50756 -0.214 0.164 -0.349 -0.44
C -0.72233 1.13950 -4.58538 -0.553 0.026 -0.005 0.06
C -3.52866 0.88727 -4.72639 0.255 -0.060 0.019 -0.97
H -3.39797 0.54681 -2.57543 0.019 0.133 -0.323 0.42
C -1.38197 1.25188 -5.81655 -0.208 -0.118 0.331 -0.97
H 0.36583 1.19474 -4.53373 -0.389 0.078 -0.003 0.32
C -2.77994 1.14295 -5.87984 0.066 0.033 -0.074 -0.46
H -4.61248 0.78558 -4.74941 0.243 0.035 -0.208 0.40
H -0.80433 1.42726 -6.72334 -0.175 -0.062 0.195 0.43
H -3.29418 1.25288 -6.83975 0.256 -0.041 0.341 0.39
S -2.39437 0.17686 2.59142 0.301 0.204 0.681 -0.48
C -1.67303 0.20933 4.14105 -0.108 0.058 0.245 0.39
N -0.40297 0.53979 4.46458 -0.308 -0.098 -0.611 0.25
C -0.17891 0.57059 5.90091 0.661 0.294 0.214 -0.51
C -1.49906 0.06339 6.46907 -0.408 -0.272 0.524 -0.54
N -2.32656 -0.08308 5.28329 -0.052 0.096 -0.826 -0.18
H 0.25062 0.91772 3.78770 -0.539 -0.055 0.400 -0.13
H 0.03909 1.58992 6.23774 0.010 -0.164 -0.078 0.32
H 0.65949 -0.07548 6.17905 -0.110 0.133 -0.046 0.30
H -1.94967 0.77221 7.17020 0.093 -0.136 -0.082 0.32
H -1.37919 -0.90201 6.97307 -0.050 0.181 -0.049 0.30
H -3.30353 -0.34413 5.29288 0.286 0.053 -0.080 0.23
```
Positions in Å, forces in eV/Å.

Summary:
DFT total energy	-78098.3415	eV
largest force on an atom	0.0967	Eh/bohr
spin multiplicity	1
total charge	+1


A single C3H4O molecule. Source: the OMol25 dataset; level of theory: ωB97M-V with the def2-TZVPD basis set.

XYZ file:
```
8
Properties=species:S:1:pos:R:3:forces:R:3:nbo_charge:R:1
C -0.71811 0.47807 -0.03233 0.139 0.058 1.005 -0.14
C 0.64707 -0.06835 -0.08431 3.544 0.302 0.257 -0.06
C 1.86928 -0.25478 -0.04597 -3.897 0.156 -0.303 -0.22
H -1.28781 -1.33866 0.31846 -1.245 1.689 -1.011 0.47
H -0.83380 1.06561 0.91212 0.146 -0.488 -0.448 0.19
H -0.84145 1.20310 -0.82103 -0.204 0.025 -0.516 0.21
H 2.87900 -0.55600 -0.12259 0.335 -0.013 0.076 0.24
O -1.71419 -0.52897 -0.12434 1.182 -1.729 0.941 -0.70
```
Positions in Å, forces in eV/Å.

Summary:
SMILES	C#CCO
DFT total energy	-5220.7005	eV
largest force on an atom	0.0761	Eh/bohr
spin multiplicity	1
total charge	0


Q: The lowest largest force on an atom belongs to which entry?
A: C5H6O


Q: Look up the total charge of the first one.
A: 0


Q: Look up the DFT total energy of the third one.
A: -7324.4925 eV


Q: Among the records above, which one has the highest DFT total energy?
A: C3H4O